1.
The following is a quantum chemistry calculation of C5H8FNOS in the gas phase at a distorted geometry, from OMol25.

Each line ends with the Mulliken charge.
Cartesian coordinates (Å):
1 C 2.215 -1.295 0.775  -0.701
2 O 1.400 -0.145 0.676  -0.350
3 C 0.097 -0.302 0.313  0.418
4 C -0.508 -1.405 -0.185  -0.521
5 S -2.200 -1.113 -0.758  -0.205
6 C -2.059 0.610 0.092  0.055
7 F -2.817 0.521 1.192  -0.289
8 N -0.742 0.935 0.206  -0.024
9 C -0.161 1.773 -0.847  -0.935
10 H 2.971 -1.003 1.626  0.196
11 H 2.708 -1.289 -0.149  0.343
12 H 1.610 -2.206 1.002  0.315
13 H -0.015 -2.326 -0.127  0.334
14 H -2.613 1.271 -0.537  0.393
15 H -0.705 2.812 -0.801  0.328
16 H 0.983 1.846 -0.674  0.285
17 H -0.163 1.316 -1.804  0.358

Summary:
HOMO   -7.943 eV
Total energy   -22402.730 eV
Orbital gap   8.733 eV
Net charge   0
SMILES string   COC1=CS[C@@H](F)N1C

***

2.
The following is a quantum chemistry calculation of a gas-phase ion, C7H11N4O (charge +1) at a distorted geometry, from OMol25.

Each line ends with the Mulliken charge.
Cartesian coordinates (Å):
1 C 1.088 1.500 2.075  -0.856
2 N 0.185 0.725 1.154  -0.117
3 C -0.552 -0.297 1.879  -0.689
4 C -0.184 -1.738 1.482  0.474
5 O -0.509 -2.759 2.018  -0.568
6 N 0.744 -1.574 0.509  -0.232
7 C 0.949 0.085 0.101  -0.016
8 C 0.107 0.106 -1.128  0.116
9 N -1.039 0.785 -1.301  0.083
10 C -1.520 0.587 -2.524  -0.323
11 C -0.659 -0.266 -3.145  -0.366
12 N 0.363 -0.428 -2.339  0.009
13 H 2.014 1.765 1.604  0.354
14 H 0.488 2.467 2.324  0.305
15 H 1.217 0.876 2.961  0.316
16 H -1.676 -0.106 1.655  0.217
17 H -0.544 -0.255 3.023  0.381
18 H 1.352 -2.219 -0.029  0.206
19 H 1.915 0.446 -0.138  0.491
20 H -1.631 1.257 -0.730  0.161
21 H -2.452 0.965 -2.872  0.430
22 H -0.739 -0.882 -4.006  0.424
23 H 1.081 -1.040 -2.573  0.199

Summary:
HOMO   -12.851 eV
Total energy   -15437.212 eV
Orbital gap   9.444 eV
Net charge   +1
SMILES string   CN1CC(=O)N[C@H]1c1[nH]cc[nH+]1

***

3.
The following is a quantum chemistry calculation of 14 unconnected molecules or ions with the total composition C5H38N2O14 at a distorted geometry, from OMol25.

Each line ends with the Mulliken charge.
Cartesian coordinates (Å):
1 N 0.753 2.138 2.357  -0.583
2 C 0.685 0.686 2.507  -0.770
3 C -0.400 0.035 1.650  0.902
4 N -0.076 -0.736 0.607  0.436
5 C -0.954 -0.961 -1.668  -1.010
6 C -1.088 -1.416 -0.217  1.064
7 C -0.906 -2.926 -0.093  -1.320
8 O -1.597 0.225 1.950  -0.954
9 H 1.153 2.396 1.464  0.267
10 H -0.168 2.580 2.462  0.327
11 H 1.682 0.284 2.291  0.320
12 H 0.490 0.384 3.574  0.296
13 H 0.885 -0.864 0.311  0.117
14 H 0.015 -1.180 -2.127  0.220
15 H -1.041 0.118 -1.770  0.002
16 H -1.684 -1.390 -2.338  0.407
17 H -2.095 -1.135 0.129  -0.544
18 H -1.409 -3.300 0.813  0.200
19 H -1.298 -3.463 -0.952  0.440
20 H 0.172 -3.208 -0.070  0.130
21 H 2.082 0.638 -2.673  0.441
22 H 2.975 0.338 -1.549  0.421
23 O 2.826 0.038 -2.433  -0.750
24 H -2.390 2.107 -2.442  0.380
25 H -1.882 3.361 -3.155  0.275
26 O -1.607 2.757 -2.458  -0.739
27 H 2.023 -4.081 3.393  0.274
28 H 2.178 -3.576 1.941  0.433
29 O 1.590 -3.570 2.711  -0.684
30 H -1.391 -3.858 2.368  0.398
31 H 0.017 -4.349 2.450  0.414
32 O -0.893 -4.686 2.389  -0.673
33 H -3.895 1.549 0.635  0.328
34 H -3.314 0.158 0.618  0.450
35 O -3.974 0.706 0.182  -0.780
36 H -3.538 0.185 -2.765  0.288
37 H -3.846 0.928 -1.479  0.498
38 O -3.655 1.073 -2.437  -0.761
39 H 3.311 -3.155 -0.102  0.390
40 H 3.789 -4.501 0.536  0.290
41 O 3.466 -3.625 0.754  -0.692
42 H 2.601 -3.083 -2.438  0.269
43 H 2.930 -1.644 -1.979  0.376
44 O 3.005 -2.596 -1.728  -0.672
45 H 1.289 2.473 -1.893  0.532
46 H 0.040 2.182 -2.709  0.372
47 O 0.999 2.055 -2.733  -0.882
48 H -2.135 1.818 2.094  0.381
49 H -2.661 3.140 2.741  0.265
50 O -2.366 2.748 1.922  -0.687
51 H 2.008 4.218 -0.530  0.275
52 H 0.557 3.548 -0.260  0.459
53 O 1.565 3.338 -0.414  -0.826
54 H -1.299 3.589 -0.930  0.484
55 H -1.455 3.559 0.676  0.382
56 O -0.969 3.919 -0.078  -0.842
57 H 3.614 1.194 0.718  0.306
58 H 2.461 1.848 -0.013  0.338
59 O 2.822 0.990 0.186  -0.681

Summary:
HOMO   -9.413 eV
Total energy   -37450.425 eV
Orbital gap   9.667 eV
Net charge   0

***

4.
The following is a quantum chemistry calculation of 2 unconnected molecules or ions with the total composition C3H8O2, from OMol25.

Each line ends with the Mulliken charge.
Cartesian coordinates (Å):
1 C -0.730 -1.239 -0.489  -0.742
2 C -1.731 -0.189 -0.171  0.161
3 O -1.715 0.941 -0.614  -0.551
4 H 0.173 -0.866 -0.975  0.183
5 H -0.472 -1.889 0.354  0.285
6 H -1.360 -1.774 -1.210  0.345
7 H -2.585 -0.558 0.429  0.337
8 C 1.757 0.912 0.420  -0.613
9 O 0.504 0.630 0.991  -0.484
10 H 2.014 1.968 0.569  0.266
11 H 2.499 0.284 0.920  0.233
12 H 1.797 0.697 -0.662  0.274
13 H -0.150 1.083 0.439  0.307

Summary:
HOMO   -10.143 eV
Total energy   -7334.540 eV
Orbital gap   11.169 eV
Net charge   0
SMILES string   CC=O.CO

***

5.
The following is a quantum chemistry calculation of a molecular structure, C5H18BrN6O5Pt at a distorted geometry, from OMol25.

Each line ends with the Mulliken spin population.
Cartesian coordinates (Å):
1 Pt -3.104 -2.718 1.046  2.788
2 Br -1.616 -0.996 -0.296  0.189
3 C 1.529 -3.621 -1.560  0.000
4 O 2.495 -4.347 -1.784  0.000
5 N 0.264 -3.966 -1.644  0.004
6 N 1.603 -2.311 -1.389  -0.003
7 H -0.071 -4.911 -1.765  0.000
8 H -0.266 -3.198 -1.256  0.020
9 H 2.475 -1.807 -1.307  0.000
10 H 0.708 -1.868 -1.239  -0.001
11 C 1.168 -2.090 2.650  0.003
12 O 0.289 -2.969 2.886  0.002
13 N 2.392 -2.331 2.970  0.000
14 N 0.932 -0.917 2.184  0.010
15 H 3.069 -1.655 2.646  0.001
16 H 2.733 -3.219 3.309  -0.001
17 H 0.020 -0.499 2.065  0.004
18 H 1.792 -0.436 1.962  0.000
19 C -3.094 2.192 -2.773  -0.002
20 O -3.518 2.967 -3.569  0.001
21 N -2.209 2.512 -1.800  -0.003
22 N -3.253 0.886 -2.842  0.000
23 H -1.858 1.848 -1.124  0.000
24 H -2.271 3.451 -1.434  -0.001
25 H -2.591 0.274 -2.387  0.002
26 H -3.789 0.456 -3.583  0.000
27 C 0.346 2.364 1.362  0.003
28 C 0.882 3.773 1.313  0.001
29 O 0.546 4.377 0.026  0.000
30 O 0.983 1.478 0.447  -0.006
31 H -0.729 2.395 1.185  -0.002
32 H 0.325 1.940 2.366  0.002
33 H 1.962 3.890 1.402  0.000
34 H 0.455 4.333 2.145  0.000
35 H 1.069 3.954 -0.659  0.000
36 H 0.332 0.773 0.447  -0.008

Summary:
HOMO (alpha / beta)   -9.664 / -9.683 eV
2S+1   4
Total energy   -97941.078 eV
Orbital gap (alpha / beta)   9.307 / 5.256 eV
Net charge   0

***

6.
The following is a quantum chemistry calculation of 2 unconnected molecules or ions with the total composition C3H5NO2, from OMol25.

Each line ends with the Mulliken charge.
Cartesian coordinates (Å):
1 C 0.017 -1.537 1.415  -0.754
2 N 0.089 -0.428 0.499  -0.336
3 C 0.906 0.435 0.298  0.737
4 O 1.611 1.332 0.019  -0.465
5 H 0.662 -2.345 1.064  0.299
6 H 0.329 -1.224 2.414  0.313
7 H -1.011 -1.898 1.463  0.235
8 C -0.668 1.431 -1.803  -0.138
9 O -0.140 1.092 -2.831  -0.407
10 H -1.153 0.705 -1.126  0.259
11 H -0.686 2.484 -1.465  0.257

Summary:
HOMO   -9.832 eV
Total energy   -8775.868 eV
Orbital gap   10.380 eV
Net charge   0
SMILES string   CN=C=O.C=O